Record 1
The following is a quantum chemistry calculation of 4 unconnected molecules or ions with the total composition CH10O3S2, from OMol25.

## Properties
calculated total energy	-29011.6423	eV
SMILES	CSS.O.O.O
frontier orbital gap	9.5	eV
HOMO level	-9.029	eV
strongest force on any atom	1.82	eV/Å

Each line ends with the Löwdin charge.
CARTESIAN COORDINATES (ANGSTROEM)
C (-1.60, 0.75, 2.46)  -0.445
S (-3.21, 0.16, 1.74)  0.339
S (-2.52, -1.47, 0.67)  0.319
H (-1.28, 0.04, 3.23)  0.030
H (-0.98, 0.57, 1.59)  -0.026
H (-1.71, 1.73, 2.90)  0.032
H (-3.12, -2.38, 1.46)  -0.194
O (0.73, 1.79, -7.05)  -0.071
H (0.16, 1.40, -6.37)  0.036
H (0.69, 2.69, -6.71)  0.035
O (0.86, -0.89, -0.28)  -0.075
H (0.18, -0.50, -0.84)  0.019
H (0.55, -0.87, 0.63)  -0.005
O (3.40, -1.04, 2.21)  -0.053
H (3.97, -1.69, 1.80)  0.031
H (3.90, -0.30, 2.57)  0.029

=====

Record 2
The following is a quantum chemistry calculation of 8 unconnected molecules or ions with the total composition H18NO7, from OMol25.

## Properties
calculated total energy	-16109.9756	eV
total charge	+1
frontier orbital gap	11.0	eV
HOMO level	-13.993	eV
strongest force on any atom	2.16	eV/Å

Each line ends with the Löwdin charge.
CARTESIAN COORDINATES (ANGSTROEM)
N (-0.52, -2.17, 0.69)  0.282
H (-1.00, -2.00, -0.21)  0.105
H (-1.18, -2.60, 1.35)  0.099
H (0.30, -2.76, 0.66)  0.135
H (-0.33, -1.29, 1.15)  0.099
H (0.17, 1.34, 1.18)  0.016
H (1.70, 1.79, 1.47)  0.081
O (1.08, 1.38, 0.86)  -0.046
H (-2.39, -2.36, 3.89)  0.053
H (-2.98, -3.54, 3.10)  0.059
O (-2.22, -2.96, 3.17)  -0.045
H (1.48, -0.07, -0.01)  -0.012
H (1.94, -0.83, -1.21)  0.053
O (1.60, -0.99, -0.32)  -0.076
H (1.40, 1.93, -2.57)  -0.026
H (1.08, 1.36, -3.96)  0.051
O (1.15, 1.12, -3.03)  -0.061
H (-1.93, 1.07, 0.85)  0.075
H (-1.94, 1.02, 2.45)  0.078
O (-1.48, 0.77, 1.64)  -0.028
H (-1.43, -0.62, -2.40)  0.074
H (-0.48, 0.04, -1.40)  0.025
O (-1.11, -0.68, -1.49)  -0.052
H (1.77, 2.67, -0.95)  0.023
H (2.38, 3.95, -1.45)  0.076
O (1.67, 3.33, -1.65)  -0.039

=====

> Which of these has the highest HOMO level?

CH10O3S2